DFT (ωB97M-V with the def2-TZVPD basis set) results for a cluster of 2 separate species, C3H7NO in total in a non-equilibrium geometry.

CARTESIAN COORDINATES (ANGSTROEM)
C -1.378 -1.496 -1.160
H -0.312 -1.578 -1.434
C -1.571 -1.210 0.231
H 2.086 0.321 1.626
H -2.508 -1.085 0.757
H 1.863 2.301 -0.375
H -0.671 -0.927 0.760
H 0.445 1.182 -0.321
H 0.827 2.153 1.034
O -2.239 -1.722 -1.997
C 1.344 1.573 0.259
N 2.116 0.487 0.619

Computed properties:
max |F|: 0.0259 hartree/bohr
calculated total energy: -6755.07044 eV

DFT (ωB97M-V with the def2-TZVPD basis set) results for a structure of composition C3H7NO in a non-equilibrium geometry.

CARTESIAN COORDINATES (ANGSTROEM)
C -0.239 0.979 -0.219
H -0.236 1.719 0.573
C 0.257 -0.306 0.086
N -1.576 0.072 -0.129
H -0.237 -2.290 0.527
H -0.098 1.338 -1.232
H -2.094 0.123 0.741
O 1.932 0.722 0.255
H -2.159 0.076 -0.958
H 2.343 0.924 -0.597
C 0.540 -1.553 0.365
H 1.568 -1.803 0.588

Computed properties:
max |F|: 0.0855 hartree/bohr
calculated total energy: -6757.06019 eV

DFT (ωB97M-V with the def2-TZVPD basis set) results for a structure of composition C3H7NO in a non-equilibrium geometry.

CARTESIAN COORDINATES (ANGSTROEM)
H 1.555 0.094 -1.563
H -1.545 1.282 -0.428
H -2.255 0.265 0.823
H 1.345 -0.608 1.154
C -1.706 0.251 -0.132
C 0.964 0.064 0.368
N 1.952 0.241 -0.642
O 0.294 1.052 1.006
H -0.533 -1.453 0.520
H 2.663 -0.465 -0.485
H -2.317 -0.323 -0.833
C -0.416 -0.399 0.212

Computed properties:
max |F|: 0.0249 hartree/bohr
calculated total energy: -6758.66913 eV

DFT (ωB97M-V with the def2-TZVPD basis set) results for a cluster of 2 separate species, C3H7NO in total in a non-equilibrium geometry.

CARTESIAN COORDINATES (ANGSTROEM)
H -1.357 -4.505 -3.320
H -2.341 -3.731 -1.927
H 1.523 2.967 -0.004
C -2.250 -4.533 -2.680
H 1.045 2.991 3.660
N 1.219 2.733 2.721
H 2.588 4.432 0.103
C 2.048 3.666 0.635
H 2.492 4.336 2.575
O -3.120 -5.340 -2.755
H 1.282 1.728 2.695
C 2.042 3.556 1.961

Computed properties:
max |F|: 0.0274 hartree/bohr
calculated total energy: -6760.14191 eV
SMILES string: C=CN.C=O

DFT (ωB97M-V with the def2-TZVPD basis set) results for the ion C3H7NO2 with charge -1 in a non-equilibrium geometry.

CARTESIAN COORDINATES (ANGSTROEM)
H 1.164 0.840 -2.644
O -0.891 0.502 -2.462
H -1.332 0.154 2.107
H -1.031 0.995 -0.125
H 0.921 -0.445 2.207
H 1.660 0.470 -0.415
C 0.670 0.041 -0.644
N -0.278 0.536 0.376
C -0.778 -0.403 1.333
H -1.471 -1.151 0.921
C 0.305 0.630 -1.987
H 0.787 -1.048 -0.624
O 0.274 -1.119 1.956

Computed properties:
spin multiplicity: 2
max |F|: 0.0261 hartree/bohr
charge: -1
calculated total energy: -8807.88877 eV

DFT (ωB97M-V with the def2-TZVPD basis set) results for an isolated molecule of C3H7NO2.

CARTESIAN COORDINATES (ANGSTROEM)
H -1.309 -0.717 -1.308
C -0.839 0.990 -0.096
H 2.428 -1.216 0.382
N 1.467 -0.932 0.499
H -0.189 2.200 1.295
H -1.898 1.287 -0.080
O -0.237 1.246 1.167
C -0.754 -0.501 -0.392
C 0.658 -1.042 -0.594
H -1.225 -1.045 0.436
H -0.342 1.563 -0.892
O 1.008 -1.579 -1.631
H 1.233 -0.255 1.214

Computed properties:
max |F|: 0.0072 hartree/bohr
calculated total energy: -8810.01799 eV
SMILES string: NC(=O)CCO

DFT (ωB97M-V with the def2-TZVPD basis set) results for a cluster of 2 separate species, C3H7NO2 in total.

CARTESIAN COORDINATES (ANGSTROEM)
C -0.912 0.338 -1.155
H 2.048 1.415 0.358
C 0.102 1.178 -0.437
H -0.468 -1.354 -0.053
H -1.577 -1.547 -1.365
N -0.839 -1.009 -0.934
H 1.634 -0.269 -0.297
H -0.169 -0.198 1.842
C 1.317 0.751 -0.095
H -0.198 2.212 -0.293
H 0.825 -1.221 2.374
O -1.713 0.853 -1.918
O -0.051 -1.149 1.973

Computed properties:
max |F|: 0.0070 hartree/bohr
calculated total energy: -8809.49896 eV
SMILES string: C=CC(N)=O.O

DFT (ωB97M-V with the def2-TZVPD basis set) results for an isolated molecule of C3H7NO2 in a non-equilibrium geometry.

CARTESIAN COORDINATES (ANGSTROEM)
H -1.837 -1.706 -0.963
O 0.993 -0.729 0.258
C -0.192 1.089 0.030
H -2.213 -0.651 0.343
C 1.142 0.639 0.612
H -0.942 1.305 0.794
N -1.656 -0.839 -0.477
C -0.414 -0.280 -0.604
H 1.211 0.764 1.697
H 1.027 -0.737 -1.399
H 2.010 1.139 0.153
O 0.142 -0.552 -1.816
H -0.180 1.895 -0.705

Computed properties:
max |F|: 0.0236 hartree/bohr
calculated total energy: -8808.20699 eV
SMILES string: N[C@@]1(O)CCO1

DFT (ωB97M-V with the def2-TZVPD basis set) results for an isolated molecule of C3H7NO2 in a non-equilibrium geometry.

CARTESIAN COORDINATES (ANGSTROEM)
H -0.107 0.880 -1.777
C 0.825 -1.508 0.503
H 1.897 -1.345 0.487
H 0.359 -1.258 1.425
N 0.367 0.624 -0.885
C 0.154 -0.725 -0.624
H 0.602 -2.541 0.230
H -1.525 0.817 1.156
O -0.878 -1.226 -1.065
H -0.091 2.520 -0.001
O -0.644 1.126 1.398
C 0.195 1.512 0.296
H 1.219 1.461 0.680

Computed properties:
max |F|: 0.0664 hartree/bohr
calculated total energy: -8808.81972 eV
SMILES string: CC(=O)NCO

DFT (ωB97M-V with the def2-TZVPD basis set) results for an isolated molecule of C3H7NO2.

CARTESIAN COORDINATES (ANGSTROEM)
H -2.046 1.212 1.037
H 0.523 1.108 0.704
H -1.337 -0.376 1.405
O 0.291 -0.401 -0.697
H -1.867 -0.816 -0.897
H -0.373 1.528 -0.793
N 2.360 -0.139 0.237
H 3.284 -0.538 0.310
C 1.555 -0.773 -0.485
C -1.536 0.347 0.607
C -0.204 0.762 -0.030
H 1.743 -1.702 -1.039
O -2.393 -0.213 -0.358

Computed properties:
max |F|: 0.0147 hartree/bohr
calculated total energy: -8808.81427 eV
SMILES string: [H]/N=C/OCCO

DFT (ωB97M-V with the def2-TZVPD basis set) results for an isolated molecule of C3H7NO2.

CARTESIAN COORDINATES (ANGSTROEM)
H -1.661 -2.015 0.595
N 0.774 2.036 -1.064
H -1.218 -2.391 -1.091
O -0.597 -0.577 -0.484
C -0.871 -1.936 -0.160
H 1.304 1.396 -1.642
H 0.974 0.248 1.912
H 0.564 2.076 1.070
C 0.026 0.196 0.414
C 0.477 1.443 0.188
H 0.024 -2.447 0.200
H -0.051 2.320 -1.576
O 0.255 -0.349 1.638

Computed properties:
max |F|: 0.0176 hartree/bohr
calculated total energy: -8807.96691 eV
SMILES string: CO/C(O)=C\N

DFT (ωB97M-V with the def2-TZVPD basis set) results for an isolated molecule of C3H7NO2.

CARTESIAN COORDINATES (ANGSTROEM)
O 1.474 1.248 1.514
H 1.238 -0.008 -1.315
H -1.033 1.555 -0.302
H 0.337 -1.242 1.119
H 2.045 -0.487 0.628
O -0.512 -0.803 1.263
N 0.848 0.648 -0.651
H -2.212 -0.510 0.241
H -0.898 0.596 -1.776
H -1.009 -1.504 -0.612
C 1.483 0.485 0.587
C -1.147 -0.613 0.018
C -0.615 0.634 -0.715

Computed properties:
max |F|: 0.0122 hartree/bohr
calculated total energy: -8808.67900 eV
SMILES string: O=CNCCO

max |F| of number 1 (C3H7NO)? 0.0259 hartree/bohr

The lowest max |F| belongs to which entry? number 7

Among the records above, which one has the lowest calculated total energy? number 6